No. 1
Formula: C15H24FO4S
Source: OMol25
Level of theory: the ωB97M-V functional and the def2-TZVPD basis

Its spin multiplicity is 1. As for the total charge: -1. The total energy comes out at -37686.116 eV. For the HOMO-LUMO gap, the calculation gives 5.52 eV.

CARTESIAN COORDINATES (ANGSTROEM)
S: -4.1937 1.8825 3.1484
F: -3.2637 2.6429 4.1701
O: -4.9104 -2.1023 0.5007
O: -5.3472 1.4928 3.8784
O: -1.9336 1.0345 2.3746
O: -4.4320 2.8614 2.1290
C: 2.6622 0.7811 -4.4476
C: -3.9555 -0.0916 1.4943
C: -3.2266 0.4814 2.7127
C: 2.0228 -0.2520 -3.7777
C: -4.1657 -1.5783 1.6188
C: 1.4780 0.5280 1.4548
C: 3.8517 -1.7216 -4.2979
C: 4.4881 -0.6904 -4.9742
C: 2.3644 0.0770 0.2810
C: -0.5551 1.0157 0.0736
C: 0.0257 0.1307 1.1667
C: 2.6183 -1.5026 -3.7010
C: -0.8936 0.0812 2.4073
C: 2.0580 -0.1046 2.7067
C: 3.8939 0.5613 -5.0481
H: 4.3913 1.3668 -5.5731
H: 1.0609 -0.0815 -3.3116
H: 1.5796 0.2572 3.6029
H: 2.2001 1.7583 -4.5007
H: 4.3176 -2.6967 -4.2354
H: -3.3163 0.0725 0.6305
H: 2.1733 0.6390 -0.6220
H: 0.2015 1.2581 -0.6633
H: -0.9206 1.9472 0.4713
H: -4.6877 -1.8092 2.5340
H: -4.2901 -2.1418 -0.2456
H: -4.9031 0.3810 1.2648
H: -1.3383 0.5067 -0.4632
H: -3.2066 -2.0904 1.6615
H: -0.3413 0.2239 3.3343
H: 3.4029 0.2483 0.5308
H: 1.5815 1.6066 1.5124
H: 0.0546 -0.8730 0.7509
H: -1.3432 -0.8996 2.4673
H: 2.1210 -2.3064 -3.1740
H: 5.4488 -0.8620 -5.4429
H: 1.9292 -1.1800 2.6967
H: 3.1112 0.1265 2.7698
H: 2.1880 -0.9790 0.1340

Force components x, y, z for each atom (eV/Å):
0.773 -0.878 -0.593
0.388 0.120 0.455
0.279 -0.257 -0.211
-0.991 -0.440 0.747
0.149 -0.029 -0.638
0.151 0.684 -0.609
0.000 0.010 -0.017
0.614 -0.194 0.135
-0.435 0.860 0.650
-0.053 0.014 0.030
0.007 -0.091 -0.479
0.435 -0.517 -0.539
0.000 -0.012 -0.004
0.023 -0.003 -0.008
-0.221 0.492 0.512
0.398 0.041 -0.179
-0.115 0.516 0.163
0.005 -0.022 -0.002
-0.537 0.257 0.121
-0.262 0.256 0.082
0.003 0.012 -0.003
0.006 0.007 0.000
0.004 0.006 0.026
-0.050 0.144 0.333
-0.010 0.004 0.001
0.002 -0.008 -0.002
0.116 0.232 -0.389
-0.177 -0.073 -0.358
0.278 -0.008 -0.233
-0.323 0.225 0.159
-0.400 -0.113 0.152
-0.415 0.103 0.360
-0.369 0.097 0.014
-0.547 -0.024 -0.068
0.265 -0.084 0.165
0.169 0.005 0.100
0.398 -0.113 0.026
-0.232 0.389 0.244
0.173 -0.403 0.056
-0.109 -0.412 0.096
-0.005 0.001 0.016
0.010 0.000 0.003
0.041 -0.383 -0.090
0.411 -0.022 0.107
0.150 -0.390 -0.331

Results of the Löwdin charge analysis, in e, for atoms 1 through 8: atom 1 (S): 0.5787, atom 2 (F): -0.1934, atom 3 (O): -0.0994, atom 4 (O): -0.3159, atom 5 (O): -0.2262, atom 6 (O): -0.3240, atom 7 (C): -0.0948, atom 8 (C): -0.2273

=====

No. 2
Formula: C15H24KNO5Si
Source: OMol25
Level of theory: the ωB97M-V functional and the def2-TZVPD basis

Its spin multiplicity is 1. As for the total charge: -2. For the energy above the lowest of the compared OMol25 structures with the same formula, charge and spin, the calculation gives 10.6 kJ/mol. The total energy comes out at -51877.368 eV. For the HOMO-LUMO gap, the calculation gives 5.41 eV.

CARTESIAN COORDINATES (ANGSTROEM)
K: -0.1825 -0.6458 -0.4090
Si: -0.8826 0.3692 -3.6068
O: -2.9378 -1.4292 1.8189
O: 2.6239 -1.5449 0.2921
O: -0.7753 -1.9362 1.5007
O: -3.3593 1.8690 5.7732
O: -1.9530 3.6275 5.7144
N: -0.2453 0.7733 1.9666
C: 0.7177 0.7703 -2.9365
C: -1.3146 0.1600 2.4886
C: 3.3340 0.6496 -0.3463
C: -2.2704 1.0526 -2.5062
C: 2.9226 -0.2464 0.7939
C: 0.0904 1.9541 2.4869
C: -2.4036 2.5282 5.3252
C: -1.6636 1.9061 4.1108
C: -1.7229 -1.2045 1.8933
C: -1.1379 -1.5182 -3.6771
C: -0.5633 2.5459 3.5495
C: -1.3694 0.9488 -5.3765
C: -2.0524 0.7030 3.5372
C: 1.9066 -3.7651 0.7701
C: 2.3419 -2.4457 1.3543
H: 0.8946 1.8248 -2.7110
H: -2.9224 0.1850 3.9144
H: 2.6493 -4.1481 0.0669
H: -1.3332 2.0380 -5.4432
H: 3.2519 -2.5688 1.9656
H: 3.7368 -0.3391 1.5324
H: -0.6692 0.5526 -6.1149
H: -2.0569 -1.7928 -4.2021
H: 1.5869 0.3221 -3.4247
H: -2.1317 2.1235 -2.3412
H: -2.3106 0.5943 -1.5137
H: 4.2390 0.2746 -0.8299
H: 0.9434 2.4507 2.0265
H: 2.5486 0.7229 -1.1017
H: -1.2017 -1.9779 -2.6862
H: 2.0464 0.1441 1.3246
H: -0.2963 -1.9910 -4.1885
H: 3.5404 1.6559 0.0242
H: -0.2438 3.4951 3.9591
H: 0.9464 -3.6705 0.2656
H: -3.2607 0.9029 -2.9447
H: 1.7743 -4.5034 1.5633
H: 1.5456 -2.0335 1.9821
H: -2.3805 0.6172 -5.6401

Force components x, y, z for each atom (eV/Å):
0.587 0.421 -0.860
0.094 0.087 -0.145
-0.075 -0.040 0.024
-0.055 0.094 0.006
0.043 -0.536 0.466
-0.043 -0.111 -0.003
0.094 0.046 -0.019
-0.148 -0.087 0.038
-0.045 -0.039 -0.001
-0.151 -0.158 0.146
0.057 0.099 -0.128
-0.093 -0.022 0.030
0.125 -0.177 0.167
0.133 0.144 -0.020
-0.029 0.059 -0.038
-0.011 -0.035 0.009
-0.234 0.215 0.277
-0.059 -0.028 0.006
-0.002 0.032 0.038
-0.153 -0.156 0.192
0.002 0.082 0.080
-0.030 -0.206 -0.014
0.042 0.076 0.054
0.025 0.056 0.038
0.014 -0.008 -0.006
0.018 0.038 -0.018
-0.006 0.063 0.024
-0.046 0.000 -0.029
-0.041 0.050 -0.037
0.040 -0.047 -0.025
-0.010 0.003 -0.068
0.043 -0.034 0.011
-0.004 0.060 -0.037
-0.009 -0.002 -0.031
-0.004 -0.041 0.013
-0.016 -0.032 -0.005
-0.048 -0.042 -0.007
0.005 0.029 0.008
0.018 0.040 -0.024
0.030 -0.020 -0.064
-0.005 0.007 0.051
-0.012 -0.010 0.007
-0.015 0.079 -0.015
-0.018 0.038 -0.059
0.007 0.031 0.042
-0.006 -0.051 0.014
-0.012 0.033 -0.086

Results of the Löwdin charge analysis, in e, for atoms 1 through 8: atom 1 (K): 0.7825, atom 2 (Si): 0.2725, atom 3 (O): -0.0146, atom 4 (O): -0.1920, atom 5 (O): -0.1958, atom 6 (O): -0.0636, atom 7 (O): -0.0841, atom 8 (N): 0.0356

=====

No. 3
Formula: C15H24LiO11S
Source: OMol25
Level of theory: the ωB97M-V functional and the def2-TZVPD basis

Its spin multiplicity is 1. As for the total charge: -1. For the energy above the lowest of the compared OMol25 structures with the same formula, charge and spin, the calculation gives 0.0 kJ/mol. The total energy comes out at -49505.178 eV. For the HOMO-LUMO gap, the calculation gives 7.25 eV.

CARTESIAN COORDINATES (ANGSTROEM)
S: -0.2886 -2.4923 0.2520
O: 2.2364 0.5857 -0.3690
O: 7.1504 -1.6333 -2.2760
O: -0.9406 1.5427 -0.3430
O: -1.6416 -1.9473 0.1390
O: 0.4194 -1.3673 -0.3060
O: -2.7946 2.2567 6.1120
O: 0.0304 1.3867 -4.4320
O: 0.0614 -2.7733 1.5620
O: -3.2956 -0.1223 -1.8960
O: -3.5136 -0.7533 1.4300
O: -0.1836 -3.6223 -0.6340
C: -3.0456 1.5117 5.0540
C: -2.5436 -0.4333 3.6770
C: 0.7644 1.0677 -3.3530
C: 5.9334 -1.1413 -1.8340
C: -3.1346 -1.0703 -2.9380
C: -3.9346 1.9367 3.9930
C: -0.5576 1.7207 1.0380
C: 4.9124 -1.9673 -1.4230
C: 5.6904 0.2627 -1.8790
C: 4.4954 0.8607 -1.3940
C: 3.5094 0.0077 -0.8030
C: -4.0326 1.2637 2.7400
C: 3.6754 -1.4483 -0.7640
C: -2.3526 0.2407 4.8580
C: -3.3356 0.0007 2.5690
Li: -1.0076 -0.3923 -0.9050
H: 4.2884 1.8457 -1.6490
H: 0.9404 -0.0543 -3.1570
H: -0.1396 0.7577 1.4460
H: 1.6614 -0.2083 -0.3160
H: 3.0164 -2.1913 -0.7040
H: -1.9246 1.9447 6.4710
H: -1.3066 1.9757 1.7250
H: -1.7936 -0.1693 5.7320
H: -4.0916 -0.4483 -1.5660
H: -4.3866 2.9117 3.9960
H: -0.9686 2.4867 -0.3550
H: -2.7786 -1.1853 0.8670
H: -3.6716 -1.9423 -2.6950
H: 1.7994 1.3937 -3.3630
H: 0.3074 1.9337 -5.1040
H: -4.4816 1.5547 1.9330
H: 6.2804 0.8787 -2.3390
H: -2.0826 -1.2423 -3.5100
H: 4.9894 -2.9703 -1.4400
H: 0.2724 1.5507 -2.5550
H: 0.2674 2.3897 1.1550
H: 7.3824 -2.5483 -2.1610
H: -3.6846 -0.5673 -3.8950
H: -2.1706 -1.5773 3.6070

Force components x, y, z for each atom (eV/Å):
-1.430 -2.338 -2.821
3.256 -1.110 -1.124
0.363 1.717 -0.658
0.146 0.495 1.712
-4.229 1.190 -0.053
3.942 3.749 -1.762
1.355 0.954 2.217
-3.426 -2.036 -0.861
1.399 -0.716 4.846
2.832 0.199 -0.986
-0.843 1.085 0.560
0.396 -1.181 -0.762
-0.506 -2.876 -4.445
0.195 -3.889 -1.317
2.517 -1.611 1.502
-0.476 0.473 0.160
0.630 2.399 -5.248
1.559 -0.536 -0.183
2.265 -3.814 1.367
-2.501 4.392 2.336
-4.113 -3.428 2.761
0.371 -4.465 0.426
-2.070 -0.938 0.402
4.454 -4.347 5.349
5.902 4.602 -3.513
-1.461 2.248 0.890
0.162 0.873 0.587
-0.515 -0.114 0.221
-0.371 1.697 0.039
-0.972 1.328 -0.428
-0.473 0.665 -0.582
-0.570 -0.104 0.332
-3.378 -2.183 1.215
-1.273 0.510 -0.270
-1.736 0.555 0.441
-0.291 0.196 -0.970
-1.947 -0.171 1.848
-0.175 0.324 0.564
-0.780 1.068 -2.475
0.550 0.043 1.350
0.009 -1.469 0.116
0.285 0.548 -0.171
1.766 1.670 -1.670
-3.089 2.266 -4.221
3.880 3.195 -2.548
-1.954 0.353 2.529
0.432 -3.387 -0.225
-0.145 0.031 1.658
0.588 0.757 -0.367
-0.827 -0.494 0.457
0.787 -1.315 1.796
-0.487 2.945 -0.024

Results of the Löwdin charge analysis, in e, for atoms 1 through 8: atom 1 (S): 0.1143, atom 2 (O): -0.0448, atom 3 (O): 0.0189, atom 4 (O): -0.1417, atom 5 (O): -0.4383, atom 6 (O): -0.4557, atom 7 (O): 0.0264, atom 8 (O): -0.0658

=====

No. 4
Formula: C15H24N2O2S
Source: OMol25
Level of theory: the ωB97M-V functional and the def2-TZVPD basis

Its spin multiplicity is 1. The SMILES is CCCCSCCCNC(=O)Nc1cccc(OC)c1. For the energy above the lowest of the compared OMol25 structures with the same formula, charge and spin, the calculation gives 0.0 kJ/mol. The total energy comes out at -33855.817 eV. For the HOMO-LUMO gap, the calculation gives 8.70 eV.

CARTESIAN COORDINATES (ANGSTROEM)
S: 3.9466 -0.8709 -0.0595
O: -4.0557 -1.0769 0.9256
O: 0.4049 0.7332 1.3879
N: -0.5945 2.1955 -0.0706
N: 1.5695 2.4999 0.5983
C: -3.5477 -0.0112 0.2523
C: -2.6849 2.1756 -1.2298
C: 2.8260 2.1173 1.2018
C: 0.1208 -2.2227 -1.0036
C: -1.8570 1.6218 -0.2583
C: 3.9182 1.9200 0.1499
C: 0.4487 1.7293 0.6939
C: -0.1630 -3.4444 -0.1381
C: 3.6202 0.7703 -0.8056
C: -3.9366 1.6309 -1.4551
C: 1.6152 -1.9372 -1.1610
C: -4.3723 0.5432 -0.7280
C: 2.2630 -1.5405 0.1573
C: -3.2742 -1.6655 1.9397
C: -2.2914 0.5322 0.4887
H: 1.7353 -1.1257 -1.8845
H: -0.4291 3.0215 -0.6277
H: 0.1478 -3.2717 0.8893
H: 4.2629 0.8350 -1.6837
H: -1.2275 -3.6697 -0.1424
H: 2.5790 0.7844 -1.1233
H: 1.6660 -0.7999 0.6872
H: 3.1390 2.8870 1.9163
H: 2.4070 -2.4058 0.8022
H: -2.3296 -2.0516 1.5464
H: 2.6469 1.1888 1.7471
H: 2.1231 -2.8146 -1.5680
H: 4.8646 1.7277 0.6563
H: 0.3702 -4.3134 -0.5185
H: -0.3086 -2.3803 -1.9962
H: -1.6374 0.1295 1.2412
H: -3.0665 -0.9568 2.7472
H: -2.3500 3.0270 -1.8053
H: 1.5794 3.3146 0.0062
H: -3.8699 -2.4906 2.3274
H: -0.3651 -1.3464 -0.5683
H: 4.0268 2.8425 -0.4293
H: -4.5770 2.0618 -2.2101
H: -5.3434 0.1068 -0.8955

Force components x, y, z for each atom (eV/Å):
-0.097 0.087 0.036
-0.109 0.198 -0.255
-0.195 -0.289 0.241
-0.032 0.342 -0.197
0.148 0.252 -0.105
-0.074 0.244 -0.250
0.180 0.067 0.049
0.309 -0.018 0.095
0.146 -0.141 -0.078
-0.278 -0.128 -0.086
-0.266 -0.105 0.055
0.111 0.350 -0.172
-0.060 0.227 -0.133
0.256 -0.392 0.227
0.022 -0.081 0.101
-0.268 0.085 0.080
-0.077 -0.185 0.117
0.400 0.192 -0.246
0.119 -0.090 0.179
-0.013 -0.309 0.319
0.069 -0.038 -0.003
0.026 -0.167 0.111
0.017 -0.059 0.157
-0.141 0.047 -0.045
-0.084 -0.090 0.076
-0.025 0.059 -0.152
-0.014 -0.144 0.035
-0.033 -0.143 -0.002
-0.051 -0.015 0.092
-0.006 0.016 0.011
0.068 0.115 0.000
0.051 0.024 -0.076
0.053 0.097 -0.006
0.049 -0.141 0.000
-0.058 0.057 0.011
0.001 -0.042 0.025
0.010 -0.022 -0.036
0.049 0.081 -0.068
-0.109 -0.083 0.015
0.082 0.047 0.001
-0.058 0.052 -0.057
0.065 0.067 0.015
-0.056 0.029 -0.060
-0.126 -0.055 -0.024

Results of the Löwdin charge analysis, in e, for atoms 1 through 8: atom 1 (S): 0.8599, atom 2 (O): -0.0760, atom 3 (O): 0.0418, atom 4 (N): 0.1389, atom 5 (N): 0.0609, atom 6 (C): -0.2686, atom 7 (C): -0.0494, atom 8 (C): -0.1917

=====

No. 5
Formula: C15H24N4O3
Source: OMol25
Level of theory: the ωB97M-V functional and the def2-TZVPD basis

Its spin multiplicity is 1. The SMILES is [H]/N=C(\C)C[C@H]1C[C@@](CN)(CCOC=O)C(=O)N1.c1cc[nH]c1. For the energy above the lowest of the compared OMol25 structures with the same formula, charge and spin, the calculation gives 324.0 kJ/mol. The total energy comes out at -28045.171 eV. For the HOMO-LUMO gap, the calculation gives 8.08 eV.

CARTESIAN COORDINATES (ANGSTROEM)
O: 2.0049 -2.3432 -1.4989
O: -0.0347 -3.0961 -1.3205
O: -1.0842 2.0139 -1.0534
N: -0.2176 -1.6057 4.8249
N: -1.7669 0.1614 -3.3116
N: -1.6230 0.9295 0.8964
N: 1.1567 3.0612 0.7511
C: 1.0414 0.3699 4.3091
C: -1.2163 -0.3535 3.0879
C: -2.5595 -1.1361 -4.9206
C: -0.6686 0.5212 1.9478
C: 2.3256 -1.0707 -0.9260
C: -2.1675 -1.1131 -3.6081
C: -0.1340 -0.5794 4.1210
C: -2.3829 0.1759 -5.4369
C: 0.2821 -0.3490 1.1045
C: -1.8908 0.9512 -4.4201
C: 0.6622 0.6826 0.0209
C: 1.7185 1.7103 0.5240
C: -0.7544 1.3071 -0.1913
C: 1.2538 -0.0088 -1.2325
C: 1.0069 -2.9761 -0.8481
H: 0.5805 -1.6036 5.4633
H: 0.9165 3.1123 1.7353
H: 1.8803 3.7641 0.6573
H: 0.4402 -0.4886 -1.7704
H: 2.1339 1.3527 1.4688
H: 1.9387 -0.0699 3.8907
H: -1.6201 1.9929 -4.3887
H: 2.5732 -1.1558 0.1303
H: 2.5113 1.7799 -0.2102
H: -0.4064 -1.0030 0.5724
H: -2.2441 0.1767 0.6115
H: -2.5926 0.5113 -6.4392
H: -1.4368 -1.3197 2.6542
H: -2.9295 -1.9972 -5.4522
H: 1.1832 -3.4306 0.1364
H: 0.8934 1.3726 3.9234
H: -1.4303 0.4786 -2.4167
H: -0.2959 1.4797 2.2776
H: 1.2115 0.4713 5.3740
H: 3.2371 -0.7522 -1.4127
H: -2.1384 -1.8905 -2.8641
H: -2.0880 0.1229 3.5280
H: 1.6638 0.7540 -1.8841
H: 1.0667 -0.9103 1.5954

Force components x, y, z for each atom (eV/Å):
0.599 0.229 0.356
-4.293 -0.585 -1.955
-0.888 1.579 -2.889
0.127 -1.193 0.864
0.030 -0.159 0.002
0.385 0.324 0.173
0.293 -0.204 0.346
-0.469 0.145 0.150
0.720 1.389 -0.705
-0.005 -0.041 0.001
-0.916 -1.866 -0.352
0.362 0.657 -0.432
-0.021 0.058 0.041
0.029 0.990 -0.524
0.014 0.020 -0.023
-0.047 1.621 -0.485
0.015 0.055 0.046
0.855 -0.624 0.138
-0.711 0.491 0.471
1.007 -1.472 2.494
-0.926 0.120 0.434
2.603 -0.001 1.440
-0.163 -0.366 0.201
-0.273 0.186 -0.044
0.033 -0.019 -0.263
0.042 -0.215 -0.240
0.278 -0.324 -0.096
0.187 0.018 -0.286
-0.021 -0.006 0.009
-0.195 -0.158 0.187
0.172 0.062 -0.052
0.164 -0.759 0.336
-0.212 0.167 0.052
0.004 -0.002 0.008
-0.526 -0.243 0.158
0.004 0.004 0.006
0.858 0.298 0.243
0.045 0.042 -0.173
-0.152 0.129 -0.289
0.559 -0.114 0.414
0.073 0.023 0.255
0.295 -0.224 -0.147
0.036 -0.045 -0.007
-0.195 -0.181 0.208
-0.009 0.055 -0.254
0.232 0.137 0.182

Results of the Löwdin charge analysis, in e, for atoms 1 through 8: atom 1 (O): -0.0208, atom 2 (O): 0.1460, atom 3 (O): 0.1522, atom 4 (N): 0.1386, atom 5 (N): 0.0114, atom 6 (N): 0.1072, atom 7 (N): 0.0312, atom 8 (C): -0.0320

=====

Q: Among the records above, which one has the highest HOMO-LUMO gap?
A: C15H24N2O2S